No. 1
A molecular structure, C39H37BIrN3O5P2. Source: the OMol25 dataset; level of theory: ωB97M-V with the def2-TZVPD basis set.

XYZ file:
```
88
Properties=species:S:1:pos:R:3
Ir 1.0668 0.1422 -0.1331
N 1.7272 -0.4100 2.2568
P 1.5120 -1.7723 -0.9326
C 0.2896 -3.0495 -0.4943
C -0.9197 -3.1277 -1.1824
C -1.8605 -4.0833 -0.8306
C -1.6101 -4.9628 0.2144
C -0.4159 -4.8780 0.9143
C 0.5305 -3.9255 0.5626
C 3.1037 -2.4961 -0.4140
C 3.4518 -3.7827 -0.8257
C 4.6949 -4.3075 -0.5137
C 5.6098 -3.5469 0.2038
C 5.2782 -2.2607 0.5998
C 4.0297 -1.7380 0.2899
P 0.5020 0.5299 2.5064
C 0.4856 1.3371 4.1235
C 1.6836 1.8152 4.6560
C 1.7080 2.4099 5.9059
C 0.5339 2.5269 6.6398
C -0.6591 2.0454 6.1232
C -0.6845 1.4507 4.8693
C -1.0610 -0.3363 2.3604
C -1.1734 -1.5102 3.1035
C -2.3244 -2.2795 3.0186
C -3.3648 -1.8821 2.1924
C -3.2569 -0.7114 1.4530
C -2.1100 0.0602 1.5371
H 2.5979 -0.1647 2.7153
H -1.1224 -2.4389 -1.9916
H -2.7951 -4.1402 -1.3749
H -2.3456 -5.7109 0.4832
H -0.2169 -5.5548 1.7361
H 1.4516 -3.8503 1.1263
H 2.7456 -4.3735 -1.3956
H 4.9531 -5.3083 -0.8354
H 6.5831 -3.9553 0.4448
H 5.9950 -1.6584 1.1437
H 3.7732 -0.7314 0.5926
H 2.6024 1.7262 4.0879
H 2.6412 2.7795 6.3101
H 0.5524 2.9890 7.6182
H -1.5727 2.1272 6.6973
H -1.6166 1.0667 4.4736
H -0.3451 -1.8383 3.7200
H -2.3979 -3.2000 3.5826
H -4.2561 -2.4914 2.1149
H -4.0566 -0.4063 0.7902
H -2.0174 0.9461 0.9290
O 1.8191 -2.1181 -2.5631
N 1.0577 -1.3876 -3.4462
N 1.6796 -0.3200 -3.7429
O 2.7778 0.0473 -3.3165
C 0.9374 0.5659 -4.6436
C 1.3584 1.8801 -4.7053
C 0.6526 2.7673 -5.5047
C -0.4477 2.3316 -6.2276
C -0.8466 1.0035 -6.1557
C -0.1572 0.1064 -5.3569
H 2.2160 2.1833 -4.1236
H 0.9631 3.8024 -5.5573
H -0.9991 3.0274 -6.8465
H -1.7071 0.6640 -6.7168
H -0.4623 -0.9256 -5.2736
C 1.2191 3.9875 2.0201
C 0.1625 3.1645 1.3112
C -1.2398 3.4362 1.8077
O 0.5232 1.7399 1.3724
H 1.1006 5.0343 1.7381
H 2.2176 3.6650 1.7241
H 1.1263 3.9148 3.1041
H 0.2029 3.3591 0.2412
H -1.3903 3.0537 2.8186
H -1.9861 3.0082 1.1429
H -1.3903 4.5166 1.8369
O -1.2307 -0.1648 -2.2887
B -0.4257 0.5223 -1.3415
O -1.0201 1.8535 -1.2120
C -2.0965 1.8954 -2.0418
C -2.9798 2.9274 -2.2673
C -4.0172 2.6910 -3.1731
C -4.1507 1.4655 -3.8112
C -3.2497 0.4245 -3.5733
C -2.2294 0.6720 -2.6853
H -2.8686 3.8803 -1.7662
H -4.7303 3.4787 -3.3785
H -4.9665 1.3125 -4.5056
H -3.3422 -0.5350 -4.0651
```

The frontier orbital gap is 0.2650 Ha. The calculation puts the largest force on an atom at 0.907 eV/Å. The total charge is 0. The total energy is -2860.7261 Eh. The value obtained for the LUMO energy is 0.4 eV.

No. 2
C4H9N3O in the gas phase at a distorted geometry. Source: the OMol25 dataset; level of theory: ωB97M-V with the def2-TZVPD basis set.

XYZ file:
```
17
Properties=species:S:1:pos:R:3
C -1.0308 -0.6121 -0.9415
C -0.1213 -1.5154 0.0785
C -0.4124 0.8082 -0.6311
C 0.5653 -0.6025 1.0317
N 0.6795 1.1185 -1.5446
N -0.1350 0.6994 0.7693
N -0.2984 1.6636 1.6913
O 0.2916 1.4289 2.7771
H -0.9720 -0.7348 -2.0729
H -2.0654 -0.7996 -0.5884
H -0.6915 -2.3103 0.5662
H 0.6856 -2.0009 -0.5706
H 1.3160 0.3239 -1.5513
H -1.1959 1.5675 -0.8334
H 0.5787 -0.6871 2.2213
H 1.6369 -0.4053 0.8487
H 1.1692 2.0581 -1.2504
```

The frontier orbital gap is 0.3705 Ha. The calculation puts the largest force on an atom at 4.153 eV/Å. Its SMILES is N[C@H]1CCCN1N=O. The total charge is 0. The total energy is -397.2110 Eh. The value obtained for the LUMO energy is 0.8 eV.

No. 3
A molecular structure, H30O15 at a distorted geometry. Source: the OMol25 dataset; level of theory: ωB97M-V with the def2-TZVPD basis set.

XYZ file:
```
45
Properties=species:S:1:pos:R:3
H -0.6495 -0.0265 -0.5197
H -0.3483 1.4766 -0.5850
H 1.9029 2.1037 -2.5319
H 0.7431 2.4977 -3.6084
H -3.2812 2.2300 1.4951
H -1.9122 2.7981 1.2425
H 3.4261 3.1703 0.6318
H 3.6978 4.0944 1.8219
H 2.4767 -1.9210 -1.4931
H 1.2526 -1.6802 -0.7776
H 3.2089 0.5849 -1.4010
H 3.2668 2.1068 -1.0274
H -5.3165 0.4799 -1.0961
H -6.4634 0.8708 -2.0232
H 3.4891 -0.5541 0.7485
H 4.4218 -1.8314 0.3132
H -2.0779 -0.4310 -1.8320
H -2.7289 0.7741 -1.4598
H 0.0391 2.2033 3.0384
H 0.8042 0.9656 3.3878
H -1.6064 -2.0352 -1.1626
H -0.9521 -2.4599 0.1322
H 0.6234 -2.3207 1.3484
H 1.5030 -2.9808 2.4515
H 1.5060 -4.4920 -1.2029
H 0.6865 -3.2188 -1.4356
H -4.7084 -0.6225 0.4257
H -3.9904 -1.6665 -0.3366
H -1.0207 -0.3560 2.9305
H -0.2295 -0.5804 4.1564
O -0.9853 0.7860 -0.7885
O 1.6944 2.1919 -3.4632
O -2.7190 2.9926 1.6644
O 3.3544 4.0879 0.9136
O 2.1393 -1.7664 -0.5603
O 3.6597 1.4635 -1.6720
O -5.7810 1.2732 -1.4139
O 4.0327 -0.9757 -0.0152
O -2.4081 -0.0725 -1.0731
O 0.3630 1.3653 2.7328
O -1.0650 -2.6640 -0.7806
O 1.5468 -2.5890 1.6403
O 0.6701 -4.0347 -0.9255
O -3.8161 -0.9555 0.2778
O -0.4062 -0.9997 3.2595
```

The frontier orbital gap is 0.3011 Ha. The calculation puts the largest force on an atom at 12.037 eV/Å. The total charge is 0. The total energy is -1146.2209 Eh. The value obtained for the LUMO energy is -0.3 eV.

No. 4
A molecular structure, C3H12N2O2 at a distorted geometry. Source: the OMol25 dataset; level of theory: ωB97M-V with the def2-TZVPD basis set.

XYZ file:
```
19
Properties=species:S:1:pos:R:3
C 1.5721 0.2667 -0.2469
C 2.4551 -0.9579 -0.3863
O 2.1813 1.3726 -0.8587
O 1.0304 0.4848 0.9271
H 2.3065 2.0278 -0.1586
H -0.4111 0.0495 0.8743
H 0.5513 -0.0192 -1.0730
H 1.9386 -1.8348 0.0076
H 3.3695 -0.8072 0.1946
H 2.7179 -1.1306 -1.4310
C -2.3888 -0.9654 0.4242
N -1.4292 0.0837 0.1012
N -1.8087 1.4039 0.5350
H -0.6861 -0.0414 -0.7598
H -2.5288 1.7744 -0.0879
H -0.9759 1.9900 0.4303
H -1.9789 -1.9383 0.1475
H -2.6001 -0.9388 1.4956
H -3.3150 -0.8199 -0.1354
```

The frontier orbital gap is 0.3323 Ha. The calculation puts the largest force on an atom at 4.019 eV/Å. The total charge is 0. The total energy is -381.3643 Eh. The value obtained for the LUMO energy is 0.7 eV.

No. 5
C15H16N2O2S in the gas phase at a distorted geometry. Source: the OMol25 dataset; level of theory: ωB97M-V with the def2-TZVPD basis set.

XYZ file:
```
36
Properties=species:S:1:pos:R:3
O 1.0453 -3.0527 -1.7173
S 1.3136 -1.8772 -1.0603
O 2.4814 -1.9838 -0.2738
N 1.7012 -0.6424 -2.2383
H 0.9574 -0.4630 -3.0124
C 2.2397 0.7055 -1.6897
H 2.8725 0.4870 -0.6737
H 2.8692 1.1141 -2.6353
C 1.0836 1.6805 -1.5597
C 1.2082 2.2930 -0.0998
N 0.6517 1.6805 0.7822
C 0.7879 2.3386 1.9444
C 1.4913 3.4889 2.3833
C 2.4138 3.7068 1.3186
C 2.1727 3.3478 -0.0320
H 2.8877 3.6292 -0.6526
H 3.0452 4.6593 1.6438
H 1.7595 3.7158 3.4726
H -0.0096 1.7929 2.7610
H 1.0946 2.3258 -2.1664
H 0.1190 1.1609 -1.5267
C 0.2514 -1.2644 -0.0946
C -1.0815 -1.7807 -0.4089
C -2.2574 -1.3129 0.3369
C -2.4935 -0.0302 0.6089
C -3.7402 0.3261 1.4651
C -4.8685 -0.2985 1.4902
C -4.6992 -1.7659 0.6012
C -3.4320 -2.0157 0.2351
H -3.4853 -2.9913 -0.3144
H -5.5722 -2.3407 0.5361
H -5.7458 -0.0354 1.7489
H -3.7397 1.2697 1.9961
H -1.6475 0.7503 1.0126
H -1.2122 -2.4308 -1.0575
H 0.3545 -0.5800 0.4507
```

The frontier orbital gap is 0.3007 Ha. The calculation puts the largest force on an atom at 17.228 eV/Å. Its SMILES is O=S(=O)(/C=C/c1ccccc1)NCCc1ccccn1. The total charge is 0. The total energy is -1238.9050 Eh. The value obtained for the LUMO energy is -0.6 eV.

No. 6
A molecular structure, C18H25ClF3NNiO3S3. Source: the OMol25 dataset; level of theory: ωB97M-V with the def2-TZVPD basis set.

XYZ file:
```
55
Properties=species:S:1:pos:R:3
Ni 0.1949 -0.5780 -0.2245
C 3.1269 -0.6727 -1.8111
C 3.0962 -2.1033 -1.2908
S 1.9240 -2.3427 0.0788
C 1.0729 -3.8467 -0.4400
C 0.2403 -3.7439 -1.7149
S -0.8580 -2.2954 -1.7578
C -0.4756 -1.5950 -3.3830
C 0.9702 -1.1598 -3.5990
S 1.5471 0.0283 -2.3542
H 3.8564 -0.5903 -2.6179
H 3.4223 0.0026 -1.0090
H 4.0919 -2.3520 -0.9226
H 2.8509 -2.8157 -2.0781
H 0.4370 -4.0926 0.4117
H 1.8036 -4.6502 -0.5447
H -0.3885 -4.6301 -1.8007
H 0.8745 -3.7104 -2.5997
H -1.1434 -0.7354 -3.4531
H -0.7657 -2.3086 -4.1557
H 1.0448 -0.6845 -4.5775
H 1.6473 -2.0121 -3.6050
C 0.0595 3.0979 0.2254
N -1.3128 2.9826 -0.2456
C -2.1929 4.1047 0.0262
C -1.7754 1.8823 -0.8102
O -1.1510 0.8343 -1.0160
H 0.4166 4.1027 -0.0028
H 0.6817 2.3635 -0.2762
H 0.1288 2.9189 1.2973
H -1.8312 4.9978 -0.4861
H -2.2243 4.2982 1.0983
H -3.2026 3.8793 -0.3105
H -2.8146 1.9668 -1.1499
Cl -4.7199 3.0427 3.1650
C -3.6054 1.7893 2.6676
C -2.3144 1.7692 3.1694
C -1.4418 0.7652 2.7804
C -1.8242 -0.2408 1.8832
C -0.9016 -1.2844 1.4255
C -3.1386 -0.1797 1.3937
C -4.0224 0.8157 1.7752
H -1.9919 2.5319 3.8662
H -0.4333 0.7696 3.1749
H -1.4383 -2.1648 1.0714
H -0.1186 -1.5318 2.1422
H -3.4725 -0.9440 0.6997
H -5.0376 0.8291 1.3990
F 3.2692 -0.8947 2.9043
C 3.5349 0.2454 2.2373
F 4.3058 1.0001 3.0181
F 4.2858 -0.1045 1.1625
C 2.2058 0.9478 1.8280
O 1.7996 1.8210 2.5727
O 1.7077 0.4772 0.7626
```

As for the spin multiplicity: 3. The frontier orbital gap (alpha / beta) is 0.2410 / 0.2661 Ha. As for the expectation value of S²: 2.010. The calculation puts the largest force on an atom at 0.809 eV/Å. The total charge is 0. The total energy is -4444.0904 Eh. The value obtained for the LUMO energy (alpha / beta) is 0.0 / 0.0 eV.

No. 7
A molecular structure, C22H17LiNO13 at a distorted geometry. Source: the OMol25 dataset; level of theory: ωB97M-V with the def2-TZVPD basis set.

XYZ file:
```
54
Properties=species:S:1:pos:R:3
Li -0.1412 1.0307 -0.4218
C -2.8711 1.7178 3.0051
C -2.2028 1.8770 1.7611
C -3.0085 2.6265 0.6712
O -2.5761 2.5148 -0.4787
C -4.1641 3.3902 1.0339
C -4.7573 3.2738 2.3007
C -4.0814 2.3638 3.3279
O -4.6423 2.1757 4.4381
O -5.7855 3.9263 2.6244
O -1.0715 1.4293 1.5042
H -2.4087 1.0506 3.7256
H -4.6003 4.0604 0.3039
C 0.9546 3.4463 -5.4099
C 0.2972 3.1964 -4.1693
C 0.6971 1.8956 -3.3621
O -0.0038 1.6150 -2.3655
C 1.7767 1.1331 -3.8645
C 2.4754 1.4515 -5.0586
C 2.0548 2.7027 -5.8527
O 2.5734 2.8888 -6.9901
O 3.4246 0.7840 -5.4764
O -0.5951 3.9016 -3.7005
H 0.5187 4.2249 -6.0314
H 2.0091 0.2096 -3.3442
C 3.5336 -1.4550 2.6009
C 2.4785 -0.5763 2.2502
C 2.4484 0.0124 0.7714
O 1.5675 0.8512 0.4825
C 3.4844 -0.4090 -0.0859
C 4.5243 -1.3063 0.2834
C 4.5728 -1.8105 1.7245
O 5.4886 -2.5920 2.1039
O 5.2791 -1.8131 -0.5561
O 1.5941 -0.1885 3.0231
H 3.5433 -1.7796 3.6381
H 3.4337 -0.0210 -1.0984
C -2.2610 -1.5446 1.3446
C -0.7490 -1.5591 1.1636
C -0.1979 -2.9712 1.4556
O -0.4613 -3.8787 0.3857
C -0.8226 -5.1428 0.8653
N -0.4768 -1.1920 -0.2546
H -2.6856 -0.5671 1.1436
H -2.5174 -1.8957 2.3466
H -2.6668 -2.2252 0.5804
H -0.2343 -0.8773 1.8383
H -0.6292 -3.3208 2.4015
H 0.8801 -2.8345 1.6108
H -0.0147 -5.5444 1.4900
H -1.0158 -5.7951 0.0092
H -1.7553 -5.1145 1.4491
H 0.5381 -1.2978 -0.3764
H -0.7507 -2.0379 -0.7615
```

The frontier orbital gap is 0.1371 Ha. The calculation puts the largest force on an atom at 1.824 eV/Å. The total charge is -5. The total energy is -1888.5770 Eh. The value obtained for the LUMO energy is 8.8 eV.